The following is a quantum chemistry calculation of H2P4 as an isolated structure, from OMol25.

Atoms and positions in Å:
P -0.542 0.710 0.695
P -0.938 -0.526 -0.995
P 1.433 0.725 -0.272
P 0.573 -1.154 0.641
H 2.028 0.966 0.914
H -2.554 -0.721 -0.984

Its total charge is 0. The calculation puts the energy at -37186.1688 eV. As for the gap between HOMO and LUMO: 8.76 eV. For the energy above the lowest of the compared OMol25 structures with the same formula, charge and spin, the calculation gives 0.419 eV. The multiplicity is 1. The molar mass is 125.91 g mol⁻¹. As for the largest force on an atom: 2.62 eV/A.